# 1
Here is a structure of composition C14H26Cl2N4NbO11P2S at a distorted geometry from the Open Molecules 2025 dataset. Energies are from ωB97M-V with the def2-TZVPD basis set.

E_HOMO (spin up / spin down) (eV): -7.547 / -8.188
HOMO-LUMO gap (spin up / spin down) (Eh): 0.288 / 0.304
Molar mass (g/mol): 684.206
<S²>: 0.75
Electronic energy (Ha): -3654.355585

ORCA input file:
```
! RIJCOSX wB97M-V def2-TZVPD def2/J DEFGRID3
* xyz 0 2
Nb 0.180 0.097 -0.677
N 1.049 3.228 1.671
C -0.350 2.895 1.230
C -1.342 3.894 1.805
P -0.636 1.222 2.002
O -0.058 1.660 3.477
O -2.023 0.737 2.217
O 0.412 0.268 1.444
P -0.269 3.121 -0.629
O 0.598 4.505 -0.543
O -1.521 3.431 -1.351
O 0.696 2.063 -1.171
H 1.137 3.083 2.679
H 1.256 4.203 1.454
H 1.792 2.626 1.177
H -1.299 3.929 2.894
H -2.347 3.585 1.523
H -1.181 4.892 1.397
H -0.583 1.221 4.142
H 0.412 5.035 -1.315
O -1.535 1.031 -0.303
N -2.737 0.621 -0.314
C -3.757 1.517 -0.362
C -5.068 1.080 -0.253
C -5.342 -0.270 -0.097
C -4.301 -1.167 -0.084
C -2.975 -0.734 -0.194
S -1.620 -1.729 -0.204
H -3.402 2.530 -0.516
H -5.852 1.823 -0.281
H -6.366 -0.614 -0.006
H -4.456 -2.232 0.015
Cl 1.538 -0.209 -5.546
C 0.342 0.738 -4.666
Cl 0.864 2.418 -4.474
C 0.212 0.204 -3.231
O 1.248 -0.129 -2.643
O -0.923 0.191 -2.720
H -0.602 0.713 -5.202
C 1.035 -4.815 0.120
C 1.997 -3.765 0.661
C 3.334 -3.792 -0.084
C 2.226 -3.979 2.153
N 1.324 -2.451 0.554
N 1.161 -1.997 -0.750
H 1.381 -5.819 0.368
H 0.947 -4.785 -0.971
H 0.051 -4.673 0.563
H 3.903 -4.676 0.198
H 3.942 -2.912 0.151
H 3.203 -3.846 -1.169
H 2.616 -4.979 2.349
H 1.289 -3.860 2.698
H 2.945 -3.258 2.539
H 1.818 -1.693 1.036
H 0.586 -2.623 -1.302
H 2.003 -1.687 -1.255
O 3.043 2.116 0.556
C 3.254 1.053 -0.051
O 2.460 0.110 -0.315
H 4.287 0.856 -0.395
*
```



# 2
Here is a structure of composition C14H26CrIOP2Te at a distorted geometry from the Open Molecules 2025 dataset. Energies are from ωB97M-V with the def2-TZVPD basis set.

E_HOMO (spin up / spin down) (eV): -14.025 / -14.213
HOMO-LUMO gap (spin up / spin down) (Eh): 0.215 / 0.217
Molar mass (g/mol): 578.809
<S²>: 3.85
Electronic energy (Ha): -2916.539497

ORCA input file:
```
! RIJCOSX wB97M-V def2-TZVPD def2/J DEFGRID3
* xyz 2 4
C -4.356 -3.225 -2.229
I -2.767 -1.721 -1.455
H -4.903 -3.571 -1.348
H -3.826 -4.036 -2.735
H -5.003 -2.664 -2.909
Cr -0.598 -0.488 -1.039
P 0.549 -2.156 -0.012
C 1.385 -3.063 -1.346
C 1.824 -1.973 1.271
H 2.260 -2.964 1.481
H -0.026 -4.276 0.990
H 1.369 -1.576 2.188
H -1.032 -2.937 1.636
H 2.177 -2.450 -1.787
H 2.614 -1.280 0.956
C -0.587 -3.367 0.729
H 1.819 -3.969 -0.911
H -1.405 -3.609 0.036
H 0.674 -3.334 -2.133
P -1.598 1.543 -0.708
C -1.751 2.316 -2.346
C -3.321 1.315 -0.152
H -1.102 2.612 1.406
H -1.661 3.783 0.167
H 0.026 3.151 0.135
C -1.021 2.903 0.350
H -3.323 0.959 0.888
H -3.858 2.271 -0.226
H -2.371 3.212 -2.232
H -2.215 1.630 -3.062
H -3.827 0.550 -0.767
H -0.762 2.597 -2.720
C -0.172 -0.520 -2.898
O 0.141 -0.490 -4.028
Te 1.580 0.802 -0.819
C 2.460 1.542 1.044
C 3.805 1.950 0.951
C 4.432 2.498 2.073
C 3.719 2.655 3.272
C 2.378 2.250 3.351
C 1.741 1.676 2.235
H 4.321 1.832 -0.007
H 5.475 2.808 2.020
H 4.207 3.093 4.139
H 1.826 2.377 4.280
H 0.702 1.344 2.273
*
```



# 3
Here is a structure of composition C14H26CuF3NO9 at a distorted geometry from the Open Molecules 2025 dataset. Energies are from ωB97M-V with the def2-TZVPD basis set.

E_HOMO (spin up / spin down) (eV): -2.312 / -2.320
HOMO-LUMO gap (spin up / spin down) (Eh): 0.244 / 0.244
Molar mass (g/mol): 472.900
<S²>: 0.75
Relative energy (zero: lowest compared OMol25 entry of this formula, charge and spin) (kJ/mol): 0.0
Electronic energy (Ha): -3221.115915

ORCA input file:
```
! RIJCOSX wB97M-V def2-TZVPD def2/J DEFGRID3
* xyz -2 2
Cu -0.190 -0.961 -0.318
C 2.843 -2.880 -2.553
C 2.417 -2.921 -1.078
O 1.757 -1.893 -0.670
O 2.709 -3.911 -0.423
H 2.245 -2.220 -3.176
H 2.909 -3.889 -2.952
H 3.828 -2.386 -2.549
C 1.142 -0.041 3.690
C 0.954 -1.446 3.082
O 0.382 -1.553 1.963
O 1.399 -2.359 3.789
H 2.192 0.271 3.616
H 0.991 -0.061 4.775
H 0.526 0.771 3.300
C -3.363 -3.667 -0.866
C -2.016 -3.129 -0.352
O -1.020 -3.843 -0.394
O -2.093 -1.928 0.133
H -3.745 -3.012 -1.645
H -3.997 -3.746 0.022
H -3.264 -4.690 -1.232
C 0.813 0.363 -2.531
O 1.486 0.986 -1.423
O -0.312 -0.160 -2.113
C 0.703 1.357 -3.694
F 0.243 2.582 -3.361
F 1.919 1.550 -4.281
F -0.095 0.890 -4.674
C 2.889 1.061 -1.478
C 3.384 1.416 -0.094
H 2.982 2.353 0.291
H 3.031 0.603 0.553
H 4.472 1.369 -0.008
H 3.211 1.803 -2.224
H 3.343 0.106 -1.771
H 1.471 -0.442 -2.917
C -2.437 0.073 2.428
C -2.118 0.919 1.231
C -2.423 2.371 1.513
O -2.118 3.151 0.391
C -2.475 4.499 0.546
N -0.706 0.730 0.851
H -2.173 -0.973 2.220
H -3.507 -0.026 2.639
H -1.841 0.271 3.322
H -2.762 0.592 0.412
H -1.837 2.694 2.399
H -3.460 2.544 1.841
H -2.233 5.012 -0.380
H -1.944 4.919 1.415
H -3.546 4.647 0.761
H -0.467 1.569 0.320
H -0.097 0.664 1.656
*
```